1 | 18
Properties=species:S:1:pos:R:3 method="wB97M-V/def2-TZVPD" gap_ha=0.1571 total_charge=+1 e_homo_ev=-13.21
N -0.426 -1.455 -2.300
C -1.266 -0.860 -1.263
C -2.420 -1.848 -1.058
O -2.424 -2.522 -0.072
C -0.455 -0.852 0.053
S 0.621 0.566 0.000
S 1.791 1.383 2.961
C 2.324 2.817 1.948
H 0.549 -1.390 -2.082
H -0.765 -1.794 -3.164
H 0.845 0.967 2.061
H -1.622 0.144 -1.516
H -3.163 -2.048 -1.829
H -1.172 -0.781 0.873
H 0.197 -1.717 0.047
H 3.239 3.207 2.382
H 2.553 2.561 0.917
H 1.595 3.622 2.043

***

2 | 18
Properties=species:S:1:pos:R:3 method="wB97M-V/def2-TZVPD" smiles="CSSC[C@@H]([NH3+])C=O" gap_ha=0.2722 total_charge=+1 e_homo_ev=-11.88
N 1.250 0.941 -2.588
C 0.432 1.125 -1.297
C -1.047 1.025 -1.674
O -1.524 2.125 -2.030
C 0.894 0.307 -0.139
S -0.308 -1.062 0.193
S -0.608 -0.995 2.163
C 1.042 -1.191 2.860
H 1.620 1.898 -2.849
H 0.604 0.545 -3.337
H 2.020 0.131 -2.539
H 0.508 2.174 -0.985
H -1.501 -0.036 -1.731
H 1.898 0.001 -0.245
H 0.872 1.034 0.742
H 1.047 -1.202 4.008
H 1.197 -2.271 2.429
H 1.891 -0.538 2.672

***

Computed energies relative to the best structure, in kcal/mol: 1 62.6; 2 0.0

***

1 | 74
Properties=species:S:1:pos:R:3 method="wB97M-V/def2-TZVPD" smiles="NC(N)=O.NC(N)=O.NC(N)=O.NC(N)=O.CCO.CCO.CO.CO.CO.CO" gap_ha=0.3111 e_homo_ev=-8.33
C -2.240 1.654 3.243
C -3.535 1.113 4.001
O -3.251 -0.200 4.314
H -2.351 2.586 2.743
H -2.069 1.100 2.325
H -1.347 1.633 3.834
H -4.390 1.144 3.405
H -3.740 1.693 4.917
H -4.059 -0.643 4.461
C 4.079 1.482 -0.364
C 3.898 -0.016 -0.679
O 4.067 -0.332 -1.996
H 4.409 1.678 0.669
H 3.199 2.044 -0.502
H 4.787 2.040 -1.047
H 2.889 -0.341 -0.358
H 4.642 -0.517 -0.095
H 3.968 0.363 -2.629
C 1.468 -2.771 -3.780
O 1.216 -2.017 -4.887
N 1.793 -2.149 -2.691
N 1.378 -4.081 -3.652
H 1.966 -1.139 -2.677
H 2.120 -2.599 -1.758
H 0.778 -4.614 -4.339
H 1.652 -4.502 -2.791
C -0.096 0.434 -2.153
O 1.201 0.894 -2.198
N -1.064 1.037 -1.552
N -0.478 -0.761 -2.533
H -0.967 1.914 -1.069
H -2.065 0.687 -1.621
H 0.187 -1.511 -2.876
H -1.488 -1.093 -2.545
C 0.741 4.065 -0.669
O -0.270 3.379 -0.065
N 1.488 3.619 -1.665
N 1.019 5.299 -0.442
H 1.359 2.652 -2.024
H 2.067 4.215 -2.244
H 0.649 5.752 0.388
H 1.752 5.755 -0.937
C -1.320 -2.879 2.906
O -2.067 -3.621 3.898
N -0.555 -3.435 2.020
N -1.437 -1.605 2.752
H -0.234 -4.420 2.143
H 0.048 -2.769 1.542
H -1.883 -1.065 3.516
H -0.923 -1.132 2.015
C 3.081 -3.352 0.815
O 2.701 -3.556 -0.522
H 2.543 -4.033 1.475
H 2.765 -2.376 1.184
H 4.182 -3.461 0.959
H 3.067 -4.399 -0.719
C -2.945 -1.056 -0.330
O -3.409 -0.450 -1.550
H -2.635 -0.299 0.377
H -2.148 -1.752 -0.494
H -3.780 -1.688 0.049
H -3.975 -1.069 -2.016
C -3.513 2.949 -0.154
O -2.849 4.026 0.461
H -4.504 2.812 0.196
H -2.867 2.053 -0.080
H -3.649 3.163 -1.235
H -1.928 3.853 0.621
C 0.574 0.340 1.018
O 0.292 -0.934 0.527
H 1.383 0.870 0.527
H 0.914 0.230 2.049
H -0.367 0.936 0.978
H 0.054 -0.801 -0.423

***

2 | 74
Properties=species:S:1:pos:R:3 method="wB97M-V/def2-TZVPD" smiles="NC(N)=O.NC(N)=O.NC(N)=O.NC(N)=O.CCO.CCO.CO.CO.CO.CO" gap_ha=0.3214 e_homo_ev=-9.28
C -3.115 -16.648 15.073
C -1.923 -15.906 14.400
O -1.404 -14.934 15.301
H -2.647 -17.369 15.707
H -3.818 -17.184 14.376
H -3.817 -16.060 15.733
H -2.181 -15.460 13.461
H -1.208 -16.707 14.174
H -0.453 -14.816 15.213
C 1.211 -21.310 12.406
C 0.505 -21.059 13.711
O 0.575 -19.727 14.188
H 0.805 -20.754 11.603
H 1.227 -22.364 12.194
H 2.199 -20.887 12.499
H 0.781 -21.764 14.474
H -0.526 -21.133 13.557
H 0.060 -19.703 14.981
C -0.165 -17.983 17.104
O -0.620 -19.143 16.474
N 0.367 -16.982 16.443
N -0.265 -17.858 18.399
H 0.700 -17.132 15.445
H 0.712 -16.156 16.978
H -0.588 -18.667 18.855
H 0.229 -17.048 18.852
C 2.340 -17.014 13.621
O 1.077 -16.642 13.759
N 2.710 -18.225 13.734
N 3.382 -16.251 13.645
H 1.989 -18.877 13.944
H 3.675 -18.465 13.859
H 3.105 -15.244 13.975
H 4.349 -16.561 13.631
C 1.561 -14.587 18.506
O 1.235 -15.692 19.337
N 2.424 -14.627 17.536
N 1.023 -13.375 18.683
H 2.643 -15.641 17.360
H 3.028 -13.892 17.193
H 0.260 -13.131 19.337
H 1.176 -12.638 18.035
C 1.706 -13.307 14.397
O 1.047 -12.550 13.315
N 2.929 -13.762 14.330
N 1.066 -13.555 15.537
H 3.315 -13.378 13.414
H 3.491 -13.539 15.175
H 0.180 -13.049 15.664
H 1.527 -14.020 16.352
C -3.923 -17.710 18.511
O -3.331 -16.481 18.346
H -4.222 -18.032 17.499
H -4.800 -17.759 19.063
H -3.151 -18.365 18.787
H -2.481 -16.620 18.009
C -1.314 -14.759 20.709
O -1.108 -13.388 20.625
H -1.443 -15.305 19.710
H -2.250 -14.868 21.253
H -0.476 -15.162 21.229
H -1.956 -13.022 20.742
C 3.159 -18.306 17.235
O 3.293 -17.011 16.641
H 4.141 -18.780 17.342
H 2.539 -19.018 16.628
H 2.745 -18.207 18.222
H 3.358 -17.162 15.668
C -3.911 -19.835 14.772
O -2.563 -19.957 14.467
H -4.420 -20.813 14.737
H -4.465 -19.266 14.100
H -4.037 -19.388 15.750
H -2.098 -19.323 15.015

***

Computed energies relative to the best structure, in kcal/mol: 1 0.0; 2 35.1

***

1 | 123
Properties=species:S:1:pos:R:3 method="wB97M-V/def2-TZVPD" s2=2.043 gap_ha="0.1310 / 0.0863" total_charge=+1 multiplicity=3 e_homo_ev="-8.62 / -8.62"
Ti 0.033 0.883 1.206
O 1.820 -0.352 1.838
S 2.886 -1.400 1.556
C 3.701 -1.732 3.186
C 2.832 -1.261 4.333
C 1.599 -2.143 4.528
C 0.703 -1.632 5.642
S -0.337 -0.213 5.092
O 0.347 0.412 3.906
C -1.650 -1.232 4.384
C -1.633 -1.553 3.038
C -2.685 -2.269 2.484
C -3.748 -2.657 3.287
C -3.753 -2.343 4.639
C -2.706 -1.622 5.194
C 4.234 -0.470 0.799
C 4.145 0.910 0.738
C 5.176 1.639 0.166
C 6.279 0.978 -0.356
C 6.340 -0.409 -0.326
C 5.314 -1.143 0.249
H 4.669 -1.236 3.179
H 3.846 -2.814 3.203
H 2.520 -0.236 4.139
H 3.431 -1.266 5.247
H 1.907 -3.162 4.770
H 1.025 -2.187 3.598
H 1.284 -1.265 6.490
H 0.007 -2.389 6.000
H -0.785 -1.258 2.426
H -2.673 -2.516 1.430
H -4.576 -3.205 2.858
H -4.582 -2.650 5.263
H -2.713 -1.349 6.243
H 3.277 1.404 1.147
H 5.109 2.719 0.131
H 7.093 1.544 -0.787
H 7.188 -0.922 -0.759
H 5.354 -2.226 0.270
C -3.436 1.875 3.296
C -2.224 2.458 4.024
Ge -0.671 2.773 2.790
C 0.896 3.675 3.651
C 2.027 3.835 2.626
C -1.515 4.078 1.606
C -2.122 3.753 0.464
Ge -1.563 2.044 -0.456
C -3.150 0.803 -0.655
C -4.406 1.313 -1.354
C -0.381 2.977 -1.802
C 1.006 3.121 -1.162
C -3.027 4.685 -0.255
C -3.438 4.400 -1.560
C -4.303 5.235 -2.248
C -4.760 6.397 -1.650
C -4.361 6.703 -0.356
C -3.522 5.851 0.340
H -4.250 1.690 3.999
H -3.194 0.930 2.808
H -3.805 2.564 2.535
H -1.929 1.807 4.844
H -2.487 3.423 4.463
H 1.238 3.082 4.499
H 0.579 4.649 4.024
H 2.125 2.929 2.019
H 2.987 4.021 3.108
H 1.824 4.665 1.948
H -1.641 5.076 2.026
H -3.393 0.558 0.385
H -2.783 -0.106 -1.130
H -4.784 2.215 -0.875
H -5.183 0.549 -1.303
H -4.216 1.535 -2.404
H -0.801 3.969 -1.964
H -0.337 2.454 -2.753
H 0.940 3.730 -0.256
H 1.708 3.608 -1.841
H 1.437 2.141 -0.890
H -3.069 3.505 -2.047
H -4.622 4.974 -3.249
H -5.433 7.059 -2.178
H -4.710 7.607 0.125
H -3.266 6.095 1.361
O -0.521 -7.877 -1.621
S 0.349 -8.346 -2.678
O -0.290 -8.516 -3.966
O 1.298 -9.364 -2.288
C 1.438 -6.886 -3.037
N 2.403 -7.044 -3.942
C 3.132 -5.971 -4.217
C 2.908 -4.742 -3.602
C 1.876 -4.685 -2.675
N 1.147 -5.768 -2.401
C 1.467 -3.496 -1.917
C 0.355 -3.592 -1.074
C -0.061 -2.485 -0.370
N 0.538 -1.289 -0.440
C 1.617 -1.206 -1.231
C 2.111 -2.258 -1.973
H 3.917 -6.108 -4.951
H 3.514 -3.882 -3.858
H -0.162 -4.541 -1.000
H -0.931 -2.543 0.276
H 2.108 -0.237 -1.278
H 2.990 -2.110 -2.586
C 1.145 0.029 -4.931
C -0.347 -0.312 -4.891
C -0.540 -1.826 -4.749
C -1.014 0.170 -6.178
N -0.975 0.457 -3.798
N -0.622 0.059 -2.481
H 1.588 -0.367 -5.844
H 1.680 -0.409 -4.085
H 1.275 1.112 -4.919
H -0.139 -2.333 -5.626
H -1.601 -2.074 -4.670
H -0.020 -2.229 -3.876
H -0.528 -0.278 -7.043
H -0.939 1.256 -6.258
H -2.069 -0.111 -6.196
H -1.984 0.406 -3.879
H 0.366 0.257 -2.382
H -0.741 -0.943 -2.352

***

2 | 123
Properties=species:S:1:pos:R:3 method="wB97M-V/def2-TZVPD" s2=2.011 gap_ha="0.2086 / 0.1337" total_charge=+1 multiplicity=3 e_homo_ev="-9.20 / -9.20"
Ti -0.066 -0.354 0.002
O 1.616 0.326 1.098
S 3.018 0.346 1.643
C 2.977 1.506 3.107
C 1.709 2.342 3.135
C 0.557 1.585 3.797
C -0.739 2.374 3.742
S -1.848 1.795 2.354
O -1.039 0.764 1.602
C -2.975 0.836 3.395
C -4.319 1.175 3.368
C -5.218 0.451 4.136
C -4.767 -0.603 4.919
C -3.416 -0.907 4.966
C -2.510 -0.192 4.202
C 3.894 1.516 0.577
C 5.279 1.485 0.570
C 5.970 2.332 -0.281
C 5.272 3.200 -1.108
C 3.887 3.237 -1.080
C 3.190 2.389 -0.232
H 3.870 2.122 3.024
H 3.055 0.884 3.997
H 1.419 2.614 2.115
H 1.905 3.267 3.683
H 0.817 1.354 4.832
H 0.424 0.636 3.265
H -0.554 3.430 3.553
H -1.318 2.283 4.656
H -4.643 2.003 2.753
H -6.264 0.712 4.117
H -5.455 -1.214 5.480
H -3.080 -1.712 5.600
H -1.457 -0.434 4.224
H 5.802 0.796 1.216
H 7.048 2.303 -0.310
H 5.810 3.851 -1.780
H 3.348 3.920 -1.718
H 2.106 2.408 -0.191
C -0.214 3.482 -3.603
C 0.275 2.799 -2.335
Ge -1.053 1.486 -1.445
C -2.536 2.673 -0.695
C -3.334 3.478 -1.711
C -1.853 0.595 -3.013
C -1.981 -0.724 -3.203
Ge -1.329 -1.932 -1.666
C -2.843 -3.116 -0.912
C -3.532 -4.208 -1.720
C 0.191 -3.217 -2.267
C 0.006 -4.361 -3.253
C -2.609 -1.313 -4.390
C -3.156 -0.545 -5.422
C -3.746 -1.149 -6.514
C -3.805 -2.529 -6.614
C -3.260 -3.305 -5.605
C -2.674 -2.699 -4.510
H 0.585 4.081 -4.038
H -1.049 4.142 -3.389
H -0.533 2.750 -4.340
H 0.536 3.566 -1.599
H 1.193 2.251 -2.574
H -2.081 3.357 0.027
H -3.215 2.021 -0.134
H -2.699 4.215 -2.196
H -4.147 4.012 -1.220
H -3.759 2.827 -2.471
H -2.225 1.271 -3.773
H -3.615 -2.442 -0.533
H -2.386 -3.604 -0.046
H -4.123 -3.804 -2.537
H -4.202 -4.757 -1.059
H -2.814 -4.918 -2.119
H 0.561 -3.634 -1.320
H 0.967 -2.580 -2.693
H -0.742 -5.067 -2.908
H 0.944 -4.908 -3.376
H -0.282 -3.979 -4.228
H -3.131 0.533 -5.377
H -4.169 -0.537 -7.296
H -4.276 -2.995 -7.465
H -3.293 -4.382 -5.667
H -2.262 -3.295 -3.712
O -5.878 -6.369 5.710
S -5.313 -5.362 4.856
O -5.364 -5.599 3.433
O -5.483 -3.979 5.272
C -3.465 -5.439 5.145
N -2.875 -6.094 6.109
C -1.569 -5.857 6.232
C -0.882 -4.998 5.387
C -1.613 -4.401 4.348
N -2.932 -4.637 4.283
C -1.134 -3.514 3.313
C -2.107 -2.756 2.621
C -1.725 -1.925 1.611
N -0.439 -1.817 1.186
C 0.494 -2.554 1.838
C 0.202 -3.383 2.893
H -1.079 -6.369 7.052
H 0.162 -4.782 5.547
H -3.143 -2.874 2.899
H -2.455 -1.320 1.075
H 1.510 -2.459 1.458
H 0.986 -3.959 3.361
C 4.977 -0.854 -1.764
C 3.714 -1.574 -2.241
C 3.322 -1.042 -3.625
C 3.992 -3.075 -2.331
N 2.664 -1.369 -1.202
N 1.679 -0.368 -1.467
H 5.800 -1.052 -2.443
H 5.251 -1.209 -0.775
H 4.823 0.220 -1.722
H 4.116 -1.294 -4.321
H 3.217 0.042 -3.632
H 2.410 -1.497 -4.008
H 4.812 -3.257 -3.019
H 3.128 -3.622 -2.702
H 4.269 -3.471 -1.356
H 2.176 -2.256 -1.064
H 1.241 -0.478 -2.400
H 2.166 0.537 -1.476

***

Computed energies relative to the best structure, in kcal/mol: 1 60.0; 2 0.0

***

1 | 19
Properties=species:S:1:pos:R:3 method="wB97M-V/def2-TZVPD" s2=0.757 gap_ha="0.3081 / 0.1639" total_charge=+1 multiplicity=2 e_homo_ev="-14.24 / -14.24"
O -0.828 -0.399 1.639
C -1.374 -0.211 0.617
C -1.874 1.101 0.007
C -1.052 1.423 -1.246
H -1.718 -1.043 -0.053
H -1.757 1.866 0.777
H -2.917 1.006 -0.199
H -1.740 1.765 -2.018
H -0.558 0.567 -1.714
H -0.321 2.200 -1.069
H 2.508 0.864 -0.960
H 2.425 1.687 -2.238
O 2.755 0.853 -1.890
H 0.681 -4.146 1.481
H -0.698 -4.239 0.811
O -0.018 -3.617 1.088
H 2.539 0.007 2.333
H 1.664 -0.149 1.116
O 2.284 0.464 1.519

***

2 | 19
Properties=species:S:1:pos:R:3 method="wB97M-V/def2-TZVPD" s2=0.754 gap_ha="0.2799 / 0.1588" total_charge=+1 multiplicity=2 e_homo_ev="-13.07 / -13.07"
C -0.841 2.363 2.198
C 0.646 2.634 2.215
C 1.507 1.582 2.001
O 2.817 1.714 2.090
H -1.332 3.339 2.164
H -1.048 1.809 1.276
H -1.249 1.991 3.124
H 1.036 3.349 2.942
H 1.114 0.604 1.859
H 3.091 2.222 2.877
H -2.107 -1.184 -2.546
H -2.421 -0.657 -3.946
O -2.805 -1.155 -3.218
H 0.013 -1.492 -1.682
H -0.545 -2.124 -0.530
O -0.854 -1.534 -1.244
H 0.021 -4.659 -2.972
H -0.373 -3.311 -2.517
O 0.350 -3.945 -2.407

***

Computed energies relative to the best structure, in kcal/mol: 1 1.5; 2 0.0